(1)
Computed, not measured: the ion C5H10NO with charge -1 at a distorted geometry, with ωB97M-V/def2-TZVPD.

Cartesian coordinates (Å):
1 C 2.383 0.686 -1.196
2 C 1.119 0.556 -0.749
3 C 0.626 -0.716 -0.101
4 C -0.854 -0.670 0.405
5 N -1.776 -0.374 -0.694
6 C -1.021 0.486 1.511
7 O -2.289 0.467 1.887
8 H 2.963 -0.146 -1.636
9 H 2.956 1.610 -1.220
10 H 0.440 1.272 -1.169
11 H 0.800 -1.536 -0.861
12 H 1.221 -0.865 0.820
13 H -1.134 -1.666 0.903
14 H -2.364 -1.184 -0.873
15 H -2.237 0.488 -0.450
16 H -0.691 1.507 1.205
17 H -0.143 0.085 2.219

The total charge is -1. The calculation puts the gap between HOMO and LUMO at 6.4 eV. The largest force on an atom is 0.047 hartree/bohr. As for the SMILES: C=CC[C@H](N)C[O-]. The LUMO energy is 3.96 eV.

(2)
Computed, not measured: the ion C5H10NO with charge +1 at a distorted geometry, with ωB97M-V/def2-TZVPD.

Cartesian coordinates (Å):
1 C 1.410 -1.102 0.886
2 C 0.929 -2.077 0.257
3 C 0.808 0.313 1.203
4 C -0.638 0.654 0.685
5 C -0.974 -0.010 -0.553
6 N -0.415 0.487 -1.790
7 O -2.105 -0.695 -0.881
8 H 2.310 -0.890 1.459
9 H 0.810 -2.722 -0.616
10 H 0.732 0.420 2.222
11 H 1.650 0.885 0.693
12 H -1.326 0.418 1.503
13 H -0.615 1.718 0.707
14 H -1.008 1.123 -2.449
15 H 0.049 -0.384 -2.280
16 H 0.406 0.992 -1.455
17 H -2.480 -1.180 -0.062

The total charge is +1. The calculation puts the gap between HOMO and LUMO (spin up / spin down) at 7.6 / 8.4 eV. The largest force on an atom is 0.076 hartree/bohr. The LUMO energy (spin up / spin down) is -4.02 / -3.84 eV.

(3)
Computed, not measured: a cluster of 2 separate species, C5H10NO in total at a distorted geometry, with ωB97M-V/def2-TZVPD.

Cartesian coordinates (Å):
1 O 0.865 2.945 1.999
2 C 0.598 2.741 0.846
3 C 0.685 1.358 0.254
4 C -0.583 0.552 0.209
5 C -0.528 -0.834 -0.386
6 C 0.563 -1.733 -0.391
7 N -1.605 -1.092 -1.272
8 H -0.114 3.396 0.324
9 H 0.964 1.523 -0.805
10 H 1.551 0.785 0.623
11 H -1.411 1.085 -0.323
12 H -0.899 0.224 1.220
13 H 1.276 -1.488 0.385
14 H 0.957 -2.245 -1.280
15 H 1.525 -3.898 0.984
16 H -1.369 -2.038 -1.619
17 H -2.476 -1.282 -0.768

The total charge is +1. The calculation puts the gap between HOMO and LUMO at 4.5 eV. The largest force on an atom is 0.074 hartree/bohr. The LUMO energy is -8.89 eV.

(4)
Computed, not measured: the ion C5H10NO with charge +1 at a distorted geometry, with ωB97M-V/def2-TZVPD.

Cartesian coordinates (Å):
1 C 1.311 0.275 0.366
2 C 0.266 0.711 1.327
3 C -0.867 -0.593 -0.607
4 C -0.132 0.561 -0.164
5 C -0.512 -1.926 -0.123
6 N -0.221 1.735 -1.045
7 O -1.656 -0.550 -1.659
8 H 2.073 1.003 0.257
9 H 1.807 -0.632 0.363
10 H -0.251 -0.156 1.962
11 H -0.053 1.691 1.666
12 H -1.369 -2.494 0.212
13 H 0.357 -1.940 0.675
14 H -0.433 -2.640 -0.920
15 H -1.655 0.403 -2.081
16 H 0.510 1.998 -1.687
17 H -0.526 2.472 -0.440

The total charge is +1. The calculation puts the gap between HOMO and LUMO at 9.7 eV. The largest force on an atom is 0.084 hartree/bohr. The LUMO energy is -4.99 eV.

(5)
Computed, not measured: a structure of composition C5H10NO at a distorted geometry, with ωB97M-V/def2-TZVPD.

Cartesian coordinates (Å):
1 C -1.172 1.584 -0.222
2 C -0.452 0.894 0.955
3 C 0.873 0.337 0.801
4 C -1.517 -0.196 0.469
5 C 1.447 0.138 -0.579
6 N -1.101 -1.679 0.161
7 O -1.818 0.392 -0.640
8 H -2.024 2.337 0.096
9 H -0.367 1.976 -0.909
10 H -0.673 1.245 1.959
11 H 1.242 -0.171 1.684
12 H 0.665 -0.389 -1.302
13 H 2.405 -0.388 -0.389
14 H 1.530 1.210 -1.014
15 H -0.447 -2.121 0.784
16 H -0.559 -1.709 -0.732
17 H -2.072 -2.092 -0.020

The total charge is +1. The calculation puts the gap between HOMO and LUMO (spin up / spin down) at 7.8 / 8.6 eV. The largest force on an atom is 0.071 hartree/bohr. The LUMO energy (spin up / spin down) is -4.66 / -4.33 eV.

(6)
Computed, not measured: the ion C5H10NO with charge +1 at a distorted geometry, with ωB97M-V/def2-TZVPD.

Cartesian coordinates (Å):
1 O 2.056 1.190 0.139
2 C 1.645 0.361 0.903
3 C 0.686 -0.723 0.452
4 C -0.752 -0.570 0.960
5 C -1.283 0.659 0.199
6 C -0.620 0.539 -1.187
7 N 0.484 -0.497 -1.042
8 H 1.927 0.334 1.967
9 H 1.045 -1.736 0.599
10 H -0.790 -0.506 2.049
11 H -1.300 -1.463 0.647
12 H -0.900 1.546 0.709
13 H -2.360 0.609 0.083
14 H -1.276 0.231 -1.997
15 H -0.151 1.473 -1.487
16 H 0.238 -1.335 -1.565
17 H 1.351 -0.113 -1.431

The total charge is +1. The calculation puts the gap between HOMO and LUMO at 11.4 eV. The largest force on an atom is 0.026 hartree/bohr. As for the SMILES: O=C[C@H]1CCC[NH2+]1. The LUMO energy is -3.66 eV.

(7)
Computed, not measured: the ion C5H10NO with charge +1 at a distorted geometry, with ωB97M-V/def2-TZVPD.

Cartesian coordinates (Å):
1 C -0.958 0.087 1.680
2 C -0.829 0.110 0.336
3 C -2.042 0.207 -0.605
4 O -1.967 0.011 -1.784
5 N 0.362 -0.067 -0.422
6 C 1.207 1.265 -0.394
7 C 1.129 -1.269 -0.160
8 H -0.174 -0.065 2.450
9 H -2.026 0.065 1.892
10 H -2.996 0.216 -0.099
11 H 0.083 -0.170 -1.500
12 H 0.880 1.889 0.404
13 H 2.172 0.913 -0.269
14 H 1.243 1.666 -1.390
15 H 0.853 -1.677 0.833
16 H 0.878 -2.005 -0.916
17 H 2.183 -1.175 -0.056

The total charge is +1. The calculation puts the gap between HOMO and LUMO at 10.5 eV. The largest force on an atom is 0.081 hartree/bohr. As for the SMILES: C=C(C=O)[NH+](C)C. The LUMO energy is -4.59 eV.

(8)
Computed, not measured: the ion C5H10NO2 with charge -1 at a distorted geometry, with ωB97M-V/def2-TZVPD.

Cartesian coordinates (Å):
1 C 0.553 1.576 -1.379
2 C 0.052 0.163 -1.739
3 N -0.328 -0.547 -0.524
4 C -1.620 -0.376 -0.109
5 O -2.480 0.178 -0.775
6 C 0.686 -0.949 0.446
7 C 1.090 0.071 1.638
8 O 1.660 -0.556 2.642
9 H -0.101 1.966 -0.602
10 H 0.611 2.232 -2.251
11 H 1.518 1.524 -0.877
12 H -0.858 0.209 -2.329
13 H 0.933 -0.301 -2.194
14 H -1.705 -0.737 0.927
15 H 0.404 -1.848 0.993
16 H 1.579 -1.172 -0.155
17 H 0.082 0.565 1.783
18 H 1.813 0.840 1.233

The total charge is -1. The calculation puts the gap between HOMO and LUMO at 6.5 eV. The largest force on an atom is 0.034 hartree/bohr. As for the SMILES: CCN(C=O)CC[O-]. The LUMO energy is 3.76 eV.